Version a
{"formula": "C3H11N2", "method": "the ωB97M-V functional and the def2-TZVPD basis", "smiles": "NCCC[NH3+]", "orbital_gap_ev": 10.78, "charge": 1, "multiplicity": 1, "elements": ["N", "C", "C", "C", "N", "H", "H", "H", "H", "H", "H", "H", "H", "H", "H", "H"], "coordinates": [[1.200, 1.041, -0.245], [0.370, 0.384, -1.230], [-0.026, -1.032, -0.674], [-0.475, -0.969, 0.765], [-1.011, 0.352, 1.175], [1.997, 0.628, 0.206], [1.311, 2.048, -0.369], [-0.604, 0.885, -1.347], [0.752, 0.398, -2.288], [0.737, -1.794, -0.744], [-0.923, -1.129, -1.313], [-1.160, -1.769, 1.063], [0.344, -1.201, 1.455], [-1.469, 0.400, 2.090], [-1.699, 0.689, 0.470], [-0.146, 0.942, 0.934]]}

=====

Version b
{"formula": "C3H11N2", "method": "the ωB97M-V functional and the def2-TZVPD basis", "orbital_gap_ev": 12.04, "charge": 1, "multiplicity": 1, "elements": ["C", "N", "H", "H", "H", "H", "C", "C", "N", "H", "H", "H", "H", "H", "H", "H"], "coordinates": [[2.677, 1.269, 0.589], [1.890, 0.323, 0.235], [2.233, 2.214, 0.871], [3.726, 1.045, 0.500], [2.388, -0.561, 0.131], [0.240, 0.075, 0.462], [-1.362, -1.517, -0.704], [-1.584, -0.050, -0.590], [-0.781, 0.494, 0.576], [-0.303, -1.734, -0.794], [-1.978, -2.016, -1.454], [-1.768, -2.024, 0.190], [-2.563, 0.398, -0.484], [-1.143, 0.359, -1.504], [-1.115, 0.240, 1.501], [-0.556, 1.483, 0.473]]}

=====

Tell me which of them is the most stable. Sure, it is version a.

=====

Version a
{"formula": "C3H11N2", "method": "the ωB97M-V functional and the def2-TZVPD basis", "orbital_gap_ev": 11.72, "charge": 1, "multiplicity": 1, "elements": ["C", "N", "H", "H", "H", "H", "C", "N", "C", "H", "H", "H", "H", "H", "H", "H"], "coordinates": [[-1.854, 2.037, -0.696], [-1.642, 0.781, -0.717], [-2.838, 2.489, -0.572], [-0.983, 2.668, -0.523], [-0.408, -0.286, -0.301], [-2.462, 0.246, -0.425], [1.604, 0.390, 0.173], [0.600, -0.659, -0.179], [0.376, -1.880, 0.708], [1.386, 0.932, 1.104], [2.515, -0.146, 0.455], [1.772, 1.113, -0.608], [0.914, -1.079, -1.051], [0.674, -1.803, 1.752], [1.005, -2.725, 0.430], [-0.662, -2.076, 0.451]]}

=====

Version b
{"formula": "C3H11N2", "method": "the ωB97M-V functional and the def2-TZVPD basis", "orbital_gap_ev": 11.03, "charge": 1, "multiplicity": 1, "elements": ["C", "C", "H", "H", "H", "H", "H", "H", "N", "C", "N", "H", "H", "H", "H", "H"], "coordinates": [[0.666, -0.167, 1.785], [2.010, 0.570, 1.905], [0.625, -0.870, 2.613], [-0.167, 0.518, 1.960], [0.553, -0.759, 0.871], [2.831, -0.135, 1.908], [2.027, 1.057, 2.877], [2.148, 1.386, 1.195], [-0.891, 0.683, -1.244], [-0.990, -0.435, -1.922], [-2.069, -0.869, -2.513], [-1.722, 1.162, -0.904], [0.002, 0.924, -0.840], [-0.101, -1.041, -2.018], [-1.996, -1.684, -3.103], [-2.928, -0.341, -2.569]]}

=====

Version c
{"formula": "C3H11N2", "method": "the ωB97M-V functional and the def2-TZVPD basis", "smiles": "CNCC[NH3+]", "orbital_gap_ev": 9.92, "charge": 1, "multiplicity": 1, "elements": ["C", "N", "C", "C", "N", "H", "H", "H", "H", "H", "H", "H", "H", "H", "H", "H"], "coordinates": [[-0.941, 1.601, -0.499], [-0.189, 0.907, 0.509], [-0.645, -0.421, 0.934], [0.334, -1.394, 0.101], [1.490, -0.748, -0.530], [-2.012, 1.918, -0.198], [-1.315, 0.966, -1.327], [-0.518, 2.564, -0.920], [0.039, 1.655, 1.255], [-1.633, -0.535, 0.647], [-0.661, -0.679, 1.999], [0.013, -2.062, -0.765], [0.722, -2.133, 0.877], [2.503, -0.864, -0.160], [1.402, -1.079, -1.601], [1.411, 0.305, -0.320]]}

=====

Tell me which of them is the most stable. Sure, it is version b.

=====

Version a
{"formula": "C3H11N2", "method": "the ωB97M-V functional and the def2-TZVPD basis", "orbital_gap_ev": 9.79, "charge": 1, "multiplicity": 1, "elements": ["C", "N", "H", "H", "H", "H", "H", "H", "C", "C", "N", "H", "H", "H", "H", "H"], "coordinates": [[1.839, 0.601, -0.680], [1.665, -0.461, 0.307], [1.103, 0.420, -1.564], [2.922, 0.637, -0.997], [1.506, 1.623, -0.183], [0.699, -0.851, 0.244], [2.429, -1.076, 0.162], [1.799, -0.222, 1.307], [-2.122, 1.054, 0.443], [-1.915, -0.122, -0.209], [-0.947, -1.145, 0.230], [-1.520, 1.382, 1.215], [-2.747, 1.894, 0.187], [-2.334, -0.419, -1.215], [-1.182, -1.438, 1.173], [-1.198, -1.876, -0.421]]}

=====

Version b
{"formula": "C3H11N2", "method": "the ωB97M-V functional and the def2-TZVPD basis", "orbital_gap_ev": 11.71, "charge": 1, "multiplicity": 1, "elements": ["C", "N", "H", "H", "H", "H", "C", "C", "N", "H", "H", "H", "H", "H", "H", "H"], "coordinates": [[-0.108, -2.618, 1.307], [-1.016, -1.899, 0.804], [0.888, -2.155, 1.378], [-0.191, -3.634, 1.641], [-1.987, -2.228, 0.792], [-0.967, -0.581, 0.430], [0.962, 1.964, -1.053], [0.009, 0.790, -1.095], [-0.489, 0.564, 0.324], [0.532, 2.966, -0.931], [1.579, 1.738, -0.163], [1.584, 2.130, -1.929], [-0.837, 1.055, -1.731], [0.660, -0.052, -1.346], [0.287, 0.489, 1.003], [-0.905, 1.471, 0.569]]}

=====

Version c
{"formula": "C3H11N2", "method": "the ωB97M-V functional and the def2-TZVPD basis", "smiles": "NCCC[NH3+]", "orbital_gap_ev": 9.10, "charge": 1, "multiplicity": 1, "elements": ["N", "C", "C", "C", "N", "H", "H", "H", "H", "H", "H", "H", "H", "H", "H", "H"], "coordinates": [[1.424, -1.228, -1.350], [0.883, 0.090, -1.039], [0.661, 0.443, 0.457], [-0.752, 0.961, 0.730], [-1.689, -0.235, 0.753], [2.435, -1.235, -1.342], [1.061, -2.032, -0.867], [-0.072, 0.193, -1.574], [1.583, 0.802, -1.436], [0.860, -0.394, 1.117], [1.360, 1.228, 0.732], [-1.100, 1.547, -0.118], [-0.900, 1.499, 1.654], [-1.693, -0.738, 1.649], [-2.673, -0.008, 0.604], [-1.387, -0.891, 0.030]]}

=====

Version d
{"formula": "C3H11N2", "method": "the ωB97M-V functional and the def2-TZVPD basis", "orbital_gap_ev": 10.16, "charge": 1, "multiplicity": 1, "elements": ["C", "N", "H", "H", "H", "H", "H", "H", "C", "C", "N", "H", "H", "H", "H", "H"], "coordinates": [[-2.080, 0.342, 0.358], [-1.014, 1.124, -0.277], [-1.948, 0.266, 1.402], [-2.040, -0.697, -0.030], [-3.091, 0.671, 0.091], [-0.194, 0.574, -0.796], [-1.371, 1.815, -0.988], [-0.691, 1.751, 0.466], [1.363, -0.885, 1.205], [1.758, -1.121, -0.049], [1.395, -0.169, -1.044], [0.394, -0.367, 1.465], [1.894, -1.321, 2.078], [2.389, -1.861, -0.574], [2.126, 0.511, -1.367], [1.109, -0.633, -1.940]]}

=====

Tell me which of them is the most stable. Sure, it is version c.

=====

Version a
{"formula": "C5H16NSi", "method": "the ωB97M-V functional and the def2-TZVPD basis", "orbital_gap_ev": 10.91, "charge": 1, "multiplicity": 1, "elements": ["C", "C", "C", "C", "C", "N", "Si", "H", "H", "H", "H", "H", "H", "H", "H", "H", "H", "H", "H", "H", "H", "H", "H"], "coordinates": [[0.673, 1.727, 0.265], [2.878, -0.758, 0.771], [0.668, 0.276, -1.600], [-2.578, 1.156, 0.235], [-1.681, -1.784, -0.079], [0.150, 0.698, -0.254], [-1.296, -0.115, 0.679], [3.637, -1.246, 1.418], [1.410, 2.225, -0.297], [0.142, 2.016, 1.238], [2.014, -1.302, 0.877], [2.870, 0.235, 1.119], [3.308, -0.865, -0.222], [1.276, -0.690, -1.611], [-0.137, 0.067, -2.266], [1.250, 0.921, -2.116], [-3.096, 0.887, -0.746], [-3.543, 1.329, 0.864], [-2.168, 2.127, 0.267], [-0.810, -2.391, 0.257], [-2.551, -2.183, 0.384], [-1.725, -1.924, -1.114], [-0.691, -0.404, 1.930]]}

=====

Version b
{"formula": "C5H16NSi", "method": "the ωB97M-V functional and the def2-TZVPD basis", "orbital_gap_ev": [6.26, 9.83], "charge": 1, "multiplicity": 1, "elements": ["C", "C", "C", "C", "C", "N", "Si", "H", "H", "H", "H", "H", "H", "H", "H", "H", "H", "H", "H", "H", "H", "H", "H"], "coordinates": [[1.678, 0.345, -1.282], [0.478, 1.450, 1.926], [1.423, -1.243, 0.552], [-1.975, -1.589, 0.385], [-1.529, 1.400, -0.984], [0.791, -0.259, -0.326], [-0.888, -0.394, -0.829], [2.548, 0.857, -0.892], [2.112, -0.330, -1.907], [1.212, 1.155, -1.760], [-0.611, 1.211, 1.789], [1.156, 0.999, 2.639], [0.890, 2.276, 1.292], [0.861, -1.349, 1.508], [1.522, -2.171, 0.159], [2.490, -0.934, 0.813], [-2.558, -1.165, 1.207], [-2.658, -2.200, -0.104], [-1.324, -2.207, 0.936], [-1.598, 1.799, 0.040], [-0.783, 1.962, -1.511], [-2.436, 1.450, -1.507], [-0.801, -1.063, -2.144]]}

=====

Tell me which of them is the most stable. Sure, it is version a.